The following is a quantum chemistry calculation of a molecular structure, C14H25CoNO4P2S, from OMol25.

Energy above the lowest of the compared OMol25 structures with the same formula, charge and spin = 82.4 kJ/mol
HOMO level (spin up / spin down) = -0.2225 / -0.3269 Eh
Spin multiplicity = 4

```
48
Properties=species:S:1:pos:R:3:forces:R:3
Co 0.306289 0.043653 -0.167630 -1.73 0.51 1.24
H -1.313738 -0.148442 0.315038 -0.46 0.84 1.76
H -0.958527 0.316260 0.952266 -1.74 -0.88 -0.47
P -0.028125 -1.991865 -0.523290 -0.23 -4.81 0.09
P -0.102782 2.060155 -0.624852 -0.16 5.11 -0.10
C 1.320387 3.132834 -0.155992 0.07 -0.15 -0.18
H 1.131100 4.170212 -0.463090 0.11 -0.24 0.02
H 1.485946 3.104856 0.932108 -0.15 -0.06 -0.49
H 2.212092 2.744437 -0.662868 -0.06 0.20 0.03
C -0.369853 2.558247 -2.354829 0.13 -0.24 -0.10
H -1.329484 2.152391 -2.686842 0.09 0.07 -0.08
H -0.375358 3.650432 -2.426169 -0.03 -0.20 -0.04
H 0.424378 2.136390 -2.974705 -0.11 0.10 -0.05
C -1.478825 3.050480 0.116113 -0.17 -0.27 0.13
H -1.463187 3.041243 1.216859 -0.02 -0.03 -0.41
H -1.403743 4.087826 -0.243767 0.02 -0.32 0.13
H -2.428901 2.628482 -0.238052 0.10 0.13 0.18
C -0.209099 -2.578488 -2.254947 0.08 0.17 0.13
H -0.262677 -3.675977 -2.291349 0.00 0.34 0.00
H -1.123032 -2.138199 -2.678759 0.26 -0.16 0.07
H 0.649895 -2.216494 -2.837530 -0.27 -0.14 0.12
C 1.319210 -3.039340 0.166873 0.09 0.08 -0.21
H 1.342698 -2.872692 1.256884 -0.03 -0.04 -0.41
H 1.133245 -4.101149 -0.057163 0.15 0.32 0.09
H 2.278596 -2.722615 -0.263549 -0.14 -0.20 0.12
C -1.427728 -2.833109 0.331823 -0.11 0.04 -0.17
H -2.376071 -2.377164 0.018704 0.11 -0.17 0.14
H -1.435131 -3.905632 0.080661 -0.05 0.35 0.10
H -1.303345 -2.708968 1.418703 -0.01 0.04 -0.36
C 1.891079 0.092934 0.536220 7.87 -0.12 1.62
O 3.007790 0.083309 0.882012 -3.95 0.03 -0.73
H 0.164763 0.079645 -1.635334 0.39 -0.16 -1.84
O 0.530493 -1.355077 3.037275 -0.19 1.22 0.37
C 0.420247 -0.189947 3.463747 -0.14 -0.33 -1.34
N 0.054580 0.889002 2.704252 -0.06 -0.88 -0.98
S 0.055039 2.302024 3.479016 0.19 -0.66 0.04
O 1.009660 3.210356 2.875277 -0.34 -0.20 0.54
O -1.274243 2.793295 3.709436 -0.31 0.39 -0.29
C 0.616836 1.603689 4.980720 0.47 0.86 0.96
C 0.958899 2.299475 6.134322 -0.04 -0.67 0.36
C 1.431980 1.554409 7.227033 -0.47 -0.26 -0.22
C 1.561964 0.150375 7.123510 0.07 0.52 -0.40
C 1.263244 -0.496267 5.911935 0.10 0.09 0.03
C 0.727922 0.241989 4.844728 1.06 -0.31 1.37
H 0.808159 3.371631 6.186815 0.17 -0.07 0.03
H 1.656286 2.062026 8.171877 0.00 -0.25 -0.42
H 1.941310 -0.413627 7.985175 -0.14 0.21 -0.50
H 1.532463 -1.543306 5.761842 -0.42 0.20 0.13
```
Forces are in eV/Å.

=====

The following is a quantum chemistry calculation of a molecular structure, C41H24ClIrN8O3, from OMol25.

Energy above the lowest of the compared OMol25 structures with the same formula, charge and spin = 59.3 kJ/mol
HOMO level = -0.2461 Eh
Spin multiplicity = 1

```
78
Properties=species:S:1:pos:R:3:forces:R:3
Ir -0.078626 0.278468 0.279455 -0.08 -0.12 0.19
C 6.158775 -1.605218 -0.624103 0.01 0.00 -0.01
C 6.133376 -0.669893 -1.666085 -0.02 0.01 -0.01
C 4.997314 0.073787 -1.933542 -0.01 0.01 0.00
C 3.886525 -0.140492 -1.130121 -0.04 -0.06 0.07
C 2.552090 0.443462 -1.138164 -0.02 -0.05 0.00
N 1.836734 -0.128788 -0.125269 -0.19 0.11 0.08
C 2.589284 -1.051487 0.526206 0.02 -0.01 -0.03
N 2.222165 -1.819740 1.536494 0.07 -0.09 0.03
C 1.040808 -1.810138 2.108147 -0.20 0.12 0.03
C 0.647316 -2.672226 3.219757 0.02 -0.02 0.00
C 1.330732 -3.656649 3.917941 0.01 0.01 -0.02
C 0.653209 -4.306133 4.936536 -0.01 0.01 0.00
C -0.671148 -3.980552 5.250566 0.00 0.00 -0.01
C -1.352176 -2.996596 4.553328 0.00 0.01 -0.01
C -0.672096 -2.348097 3.533826 -0.01 0.00 0.02
C -1.079398 -1.290399 2.614096 -0.12 -0.01 0.10
N -2.272383 -0.730930 2.618485 0.05 -0.06 0.01
C -2.674919 0.194705 1.772910 0.03 0.12 -0.09
N -1.963307 0.764161 0.758445 0.18 -0.04 0.02
C -2.735893 1.673211 0.081877 0.06 -0.12 0.07
N -2.391809 2.387149 -0.964486 0.00 0.06 -0.08
C -1.202440 2.368759 -1.545531 -0.08 -0.01 0.08
N -0.118360 1.633463 -1.183983 0.28 -0.06 -0.06
C 0.930748 1.883885 -2.029614 -0.19 -0.06 0.16
N 2.135384 1.348901 -1.993756 0.00 0.07 -0.13
C 0.487690 2.864839 -3.005988 0.06 0.05 -0.03
C 1.128747 3.443121 -4.096199 0.02 0.00 0.06
C 0.401429 4.325637 -4.872396 -0.04 0.01 0.00
C -0.935008 4.628248 -4.570257 0.05 0.00 -0.02
C -1.571578 4.056984 -3.484552 -0.02 -0.04 0.03
C -0.842150 3.167161 -2.703962 -0.01 0.05 -0.09
C -4.047341 1.699273 0.717451 -0.03 0.08 -0.07
C -5.196643 2.430037 0.440562 0.05 -0.04 0.01
C -6.300929 2.209747 1.243873 -0.01 0.02 -0.02
C -6.261862 1.286717 2.296768 -0.01 -0.01 0.02
C -5.117500 0.560373 2.572528 0.01 0.01 -0.01
C -4.008341 0.781466 1.766459 -0.03 -0.05 0.08
N -0.025661 -1.006890 1.805082 0.18 0.02 -0.16
C 3.909860 -1.075129 -0.090030 0.04 0.05 -0.09
C 5.050642 -1.820505 0.176094 -0.02 -0.02 0.03
H 7.064081 -2.170882 -0.446680 0.00 0.00 0.00
H 7.018858 -0.531239 -2.272491 0.00 0.00 0.00
H 4.962100 0.796178 -2.737780 0.02 0.00 -0.01
H 2.353184 -3.904432 3.666863 0.00 0.00 0.00
H 1.153136 -5.081781 5.501675 0.00 0.00 0.00
H -1.168700 -4.511834 6.051333 0.00 0.00 0.00
H -2.377247 -2.739387 4.782838 0.00 0.00 0.01
H 2.157060 3.196891 -4.324168 0.00 0.00 -0.01
H 0.864993 4.791871 -5.732021 0.00 0.00 0.00
H -1.474293 5.319619 -5.204520 0.00 0.00 0.00
H -2.603898 4.279718 -3.250537 0.00 0.00 0.01
H -5.216383 3.138752 -0.376214 -0.01 0.01 0.00
H -7.214806 2.758650 1.057531 0.00 0.00 0.00
H -7.146747 1.140491 2.902306 0.00 0.00 0.00
H -5.078637 -0.157996 3.379857 0.00 0.00 0.00
H 5.065859 -2.545630 0.978551 -0.02 0.00 0.01
C -1.161556 0.743810 -5.472991 0.01 -0.03 0.03
C -0.810562 -0.687495 -5.182640 0.02 0.03 0.00
C -0.033214 -1.430929 -6.055476 -0.02 0.02 0.01
C 0.270933 -2.755651 -5.780841 0.00 -0.04 0.01
Cl 1.252458 -3.656909 -6.902631 0.00 0.00 0.00
C -0.201101 -3.367357 -4.638268 0.03 0.03 -0.05
C -0.978963 -2.634935 -3.750831 -0.05 0.00 0.06
C -1.271334 -1.305262 -4.014024 0.02 -0.04 -0.01
O -2.014026 -0.510527 -3.187215 -0.02 0.08 -0.03
C -2.705647 -1.115596 -2.125161 0.03 0.00 -0.02
C -1.854609 -1.555361 -0.935098 0.18 -0.14 -0.01
O -2.333570 -2.231599 -0.062242 -0.01 0.08 0.00
O -0.583422 -1.141179 -0.978896 -0.13 0.15 -0.14
H -0.896326 1.001311 -6.497321 0.00 0.01 0.00
H -0.633491 1.423042 -4.801350 -0.04 -0.04 -0.04
H -2.227572 0.918920 -5.327214 -0.01 0.01 -0.01
H 0.333075 -0.974538 -6.965970 0.01 -0.01 0.00
H 0.035162 -4.401864 -4.433394 0.00 0.00 -0.01
H -1.339016 -3.122477 -2.855316 0.01 0.01 0.00
H -3.310087 -1.963041 -2.459438 0.00 0.01 0.02
H -3.371453 -0.340442 -1.738473 -0.08 -0.08 -0.02
```
Forces are in eV/Å.

=====

Number 1: DFT total energy -3367.6643 hartree. Number 2: DFT total energy -2805.2720 hartree.